A:
12
Properties=species:S:1:pos:R:3:nbo_charge:R:1 method="wB97M-V/def2-TZVPD" total_charge=+1 spin_multiplicity=1
H -2.47813 -0.36502 -1.16630 0.27
H 3.11052 -1.60394 0.15443 0.30
H -2.24316 -0.56902 0.70963 0.26
H -2.44652 1.06854 -0.05217 0.23
C -2.12236 0.03866 -0.21836 -0.47
N 1.24287 1.00383 0.46778 -0.29
C 1.94977 0.09267 0.07503 0.48
N -0.05249 0.89156 0.61973 0.02
H 1.81254 -1.34735 -1.25362 0.30
N -0.68070 0.21866 -0.22033 -0.02
H -0.46638 1.53569 1.29009 0.42
C 2.37406 -0.96430 -0.40591 -0.50

B:
12
Properties=species:S:1:pos:R:3:nbo_charge:R:1 method="wB97M-V/def2-TZVPD" total_charge=+1 spin_multiplicity=1
C 0.71834 0.20708 -0.43332 0.33
C -1.71060 -0.84772 1.43754 0.12
H 0.91449 0.97527 -2.26383 0.39
N -1.39107 -0.11620 0.53796 -0.22
H -1.33684 1.22205 -0.95408 0.28
N 1.27486 -0.43653 0.52618 -0.62
C -0.73039 0.42842 -0.37099 0.18
H -2.36062 -1.72248 1.45770 0.26
H 2.26707 -0.43053 0.59153 0.38
N 1.45801 0.81034 -1.45416 -0.78
H 2.39590 0.51058 -1.62738 0.42
H -1.49914 -0.60028 2.55286 0.26

C:
12
Properties=species:S:1:pos:R:3:nbo_charge:R:1 method="wB97M-V/def2-TZVPD" total_charge=+1 spin_multiplicity=1
N -0.10111 1.15829 0.13884 -0.42
C 0.44651 0.79855 1.22366 0.36
H 0.68054 -2.25969 0.60605 0.39
N 0.67410 -1.28980 0.33127 -0.68
H 0.93863 1.44254 1.85871 0.23
H 1.18376 -0.83075 2.24732 0.44
C -1.55429 0.71693 -1.82626 -0.51
H -2.42892 1.15898 -2.10244 0.27
N 1.05896 -0.40959 1.32429 -0.33
C -0.84484 0.98183 -0.76723 0.55
H -1.11951 -0.13910 -2.46159 0.29
H 1.06617 -1.32818 -0.57264 0.39

D:
12
Properties=species:S:1:pos:R:3:nbo_charge:R:1 method="wB97M-V/def2-TZVPD" total_charge=+1 spin_multiplicity=1
N 2.09770 0.44578 0.04232 -0.39
H 0.75466 -1.80294 0.15273 0.24
C -1.78271 0.24714 -0.11504 0.06
H -2.82668 0.23309 -0.36260 0.23
H -1.59943 -1.81251 0.15889 0.23
C -1.06622 -0.99066 -0.06163 -0.08
H 2.78569 1.06301 -0.37896 0.43
H -1.45098 2.12265 -0.22054 0.37
H 2.56507 -0.08244 0.80657 0.39
N 0.95454 0.11113 -0.42310 0.06
C 0.28050 -0.92626 -0.03530 -0.08
N -1.02246 1.28406 0.04503 -0.47

Name the least stable of them. A.

A:
10
Properties=species:S:1:pos:R:3:nbo_charge:R:1 method="wB97M-V/def2-TZVPD" total_charge=0 spin_multiplicity=1
C -1.12131 0.28770 -0.60276 -0.39
H -1.77841 -0.33218 -0.01620 0.20
H 0.49893 0.19272 -1.94577 0.19
H -0.40834 -1.37011 -1.90971 0.21
C 0.77831 0.50332 1.28938 0.14
H -1.11867 1.27164 -0.31423 0.19
N 1.10586 -0.46959 1.84629 -0.43
S 1.19106 -1.99028 2.09903 0.07
C -0.40055 -0.29727 -1.55232 -0.37
Br 1.25312 2.20405 1.10630 0.21

B:
10
Properties=species:S:1:pos:R:3:nbo_charge:R:1 method="wB97M-V/def2-TZVPD" total_charge=0 spin_multiplicity=1
C 0.37293 0.83351 -0.01365 -0.36
H -0.43194 -2.17643 0.81610 0.40
S -1.68273 -0.64715 -0.48247 0.46
H 1.82571 -0.74217 -0.31984 0.20
C 0.92478 -0.48626 0.31404 -0.23
H 1.26263 -0.60658 1.42135 0.20
C -0.88611 0.87537 -0.38646 -0.13
Br -1.96912 2.55620 -1.29815 -0.02
N -0.23760 -1.43308 0.09511 -0.79
H 0.82145 1.82658 -0.14604 0.25

Name the least stable of them. A.

A:
10
Properties=species:S:1:pos:R:3:nbo_charge:R:1 method="wB97M-V/def2-TZVPD" total_charge=0 spin_multiplicity=1
H -0.52943 1.05826 1.70966 0.23
S 0.78628 -0.30161 -1.62556 0.00
N -0.78787 -0.78971 0.57944 -0.45
C -0.47234 -1.48542 -0.38187 0.14
C 0.87483 0.79510 -0.09769 -0.52
H 0.99185 1.83068 -0.39487 0.24
Br -0.84314 -3.13580 -1.00515 0.20
H 1.66943 0.32943 0.51075 0.21
C -0.46359 0.55326 0.66790 -0.25
H -1.22602 1.14580 0.03738 0.21

B:
10
Properties=species:S:1:pos:R:3:nbo_charge:R:1 method="wB97M-V/def2-TZVPD" total_charge=0 spin_multiplicity=1
H 1.33117 -1.80870 0.25603 0.25
H -0.48375 0.09634 0.56219 0.25
C 1.13008 -0.37440 2.32903 0.03
C 1.88423 -0.84899 0.21117 -0.41
C -0.24498 0.58917 -0.30237 -0.70
N 0.90225 -0.48237 3.45048 -0.49
H -0.52356 1.56102 -0.42403 0.23
Br 3.69664 -1.25428 0.31325 0.19
S 1.54893 0.60715 -0.58793 0.42
H -0.66927 -0.00509 -1.00944 0.22

Name the least stable of them. B.